This record from the Open Molecules 2025 dataset describes 10 unconnected molecules or ions with the total composition C40H107N7O13 at a distorted geometry. The level of theory is ωB97M-V/def2-TZVPD.

## Properties
Relative energy (zero: lowest compared OMol25 entry of this formula, charge and spin) ... 619.49 kJ/mol
Total energy ... -80250.64874 eV
Structure (SMILES) ... COC[C@H](C)N.COC[C@H](C)N.COC[C@H](C)N.COC[C@H](C)N.COCCNCCOC.COCCNCCOC.COCCNCCOC.CCO.CCO.CCO
E_HOMO ... -8.63 eV
Orbital gap ... 0.33414 Eh

The geometry in ORCA input format:
```
! wB97M-V def2-TZVPD RIJCOSX def2/J DEFGRID3
* xyz 0 1
C -0.06 -1.50 7.22
C -0.43 -0.05 7.19
O 0.67 0.72 6.79
H -0.84 -2.06 7.74
H 0.84 -1.67 7.81
H 0.05 -1.90 6.22
H -0.90 0.24 8.14
H -1.28 0.12 6.52
H 0.37 1.63 6.90
C -7.58 -0.73 -0.18
C -6.48 -1.47 0.58
O -6.05 -0.59 1.55
H -7.99 -1.27 -1.04
H -7.21 0.28 -0.34
H -8.46 -0.61 0.45
H -5.56 -1.66 0.03
H -6.89 -2.28 1.19
H -5.58 0.12 1.11
C -3.79 4.66 -2.60
C -2.52 4.97 -1.96
O -2.08 3.90 -1.15
H -3.68 4.19 -3.58
H -4.25 5.65 -2.64
H -4.53 4.18 -1.96
H -2.53 5.92 -1.43
H -1.99 5.21 -2.88
H -2.91 3.54 -0.81
C 3.68 -2.64 6.45
O 5.02 -2.07 6.24
C 5.58 -2.06 4.94
C 4.85 -1.19 3.87
N 5.70 -0.96 2.63
C 5.07 -0.10 1.72
C 5.78 -0.15 0.37
O 6.04 -1.42 -0.21
C 4.85 -1.98 -0.79
H 3.00 -1.92 6.00
H 3.32 -2.82 7.46
H 3.61 -3.59 5.91
H 5.79 -3.04 4.52
H 6.56 -1.60 5.06
H 4.77 -0.21 4.34
H 3.84 -1.56 3.67
H 5.85 -1.80 2.10
H 4.87 0.89 2.12
H 4.06 -0.44 1.47
H 6.79 0.21 0.57
H 5.30 0.53 -0.34
H 4.33 -1.38 -1.53
H 4.12 -2.41 -0.11
H 5.07 -2.87 -1.38
C -5.42 0.91 -2.16
O -4.92 0.10 -3.15
C -3.53 0.20 -3.47
C -3.55 -0.45 -4.91
N -3.60 0.54 -5.93
C -4.76 1.44 -5.89
C -4.71 2.19 -7.25
O -5.22 1.33 -8.22
C -5.33 2.03 -9.44
H -5.04 0.56 -1.20
H -6.51 0.94 -2.15
H -5.14 1.95 -2.26
H -3.08 -0.49 -2.76
H -3.06 1.16 -3.27
H -4.32 -1.22 -4.98
H -2.72 -1.10 -5.16
H -3.48 0.25 -6.89
H -4.66 2.14 -5.06
H -5.69 0.87 -5.92
H -3.67 2.46 -7.47
H -5.20 3.15 -7.19
H -5.47 3.11 -9.37
H -6.06 1.58 -10.10
H -4.31 1.85 -9.77
C 6.38 1.45 -6.83
O 5.40 1.21 -7.78
C 4.16 0.75 -7.30
C 3.38 1.81 -6.57
N 2.52 1.25 -5.52
C 1.76 2.42 -4.93
C 0.67 1.97 -3.89
O 1.09 1.37 -2.62
C 0.23 1.58 -1.50
H 7.24 1.95 -7.29
H 6.68 0.56 -6.27
H 6.15 2.11 -5.99
H 4.19 -0.25 -6.86
H 3.76 0.57 -8.30
H 2.83 2.41 -7.29
H 4.16 2.34 -6.02
H 3.05 0.74 -4.83
H 1.17 2.92 -5.69
H 2.48 3.08 -4.44
H -0.10 1.34 -4.34
H 0.22 2.92 -3.62
H 0.59 1.05 -0.62
H -0.81 1.35 -1.75
H 0.39 2.65 -1.35
C 1.22 5.17 7.56
C 0.64 4.63 6.25
C 1.76 4.12 5.32
O 1.20 3.89 4.06
C 2.16 3.78 3.05
N -0.28 3.61 6.59
H 1.51 6.21 7.37
H 1.98 4.43 7.80
H 0.36 5.21 8.24
H 0.17 5.40 5.65
H 2.26 3.20 5.62
H 2.48 4.93 5.30
H 1.64 3.35 2.19
H 2.93 3.14 3.48
H 2.59 4.77 2.94
H -1.05 3.98 7.12
H -0.66 3.29 5.71
C -2.37 -1.39 1.05
C -2.59 -0.02 1.72
C -1.43 0.25 2.73
O -0.17 -0.31 2.30
C 0.94 0.09 3.11
N -2.74 1.00 0.65
H -3.33 -1.76 0.69
H -1.94 -2.18 1.67
H -1.63 -1.33 0.25
H -3.52 -0.17 2.27
H -1.54 -0.33 3.65
H -1.28 1.31 2.91
H 1.92 -0.31 2.87
H 0.89 0.01 4.20
H 1.15 1.12 2.83
H -1.85 1.44 0.42
H -3.14 0.54 -0.16
C -0.61 -4.79 1.83
C 0.51 -3.81 2.39
C 1.05 -4.31 3.72
O 0.00 -4.11 4.75
C 0.19 -4.75 5.95
N 1.49 -3.88 1.30
H -0.26 -5.59 1.17
H -1.31 -4.29 1.17
H -1.15 -5.28 2.64
H 0.18 -2.78 2.54
H 1.95 -3.75 3.99
H 1.15 -5.39 3.62
H -0.59 -4.44 6.64
H 1.11 -4.53 6.49
H 0.07 -5.84 5.93
H 2.13 -3.10 1.25
H 1.06 -3.90 0.39
C -0.53 -1.85 -2.78
C 0.81 -2.36 -2.32
C 0.90 -3.86 -2.66
O 0.25 -4.51 -1.63
C 0.61 -5.90 -1.63
N 1.82 -1.40 -2.94
H -1.37 -2.31 -2.27
H -0.66 -2.21 -3.80
H -0.71 -0.79 -2.90
H 1.00 -2.21 -1.25
H 1.92 -4.20 -2.45
H 0.68 -4.01 -3.71
H 0.55 -6.53 -2.52
H 0.15 -6.50 -0.85
H 1.64 -6.05 -1.30
H 1.65 -0.46 -2.61
H 1.68 -1.43 -3.94
*
```

This record from the Open Molecules 2025 dataset describes 12 unconnected molecules or ions with the total composition C40H108F6N10O18 at a distorted geometry. The level of theory is ωB97M-V/def2-TZVPD.

## Properties
Relative energy (zero: lowest compared OMol25 entry of this formula, charge and spin) ... 0.00 kJ/mol
Total energy ... -111246.21147 eV
E_HOMO ... -14.40 eV
Orbital gap ... 0.22723 Eh

The geometry in ORCA input format:
```
! wB97M-V def2-TZVPD RIJCOSX def2/J DEFGRID3
* xyz 4 1
C -7.00 -3.09 -1.47
C -5.66 -3.71 -1.07
C -4.93 -2.86 -0.05
O -3.64 -3.39 0.28
C -2.62 -3.34 -0.75
N -5.76 -5.13 -0.56
H -5.94 -5.25 0.44
H -6.50 -5.62 -1.06
H -4.94 -5.70 -0.78
H -6.82 -2.18 -2.05
H -7.64 -2.96 -0.60
H -7.67 -3.61 -2.17
H -5.05 -3.87 -1.96
H -5.41 -2.83 0.93
H -4.94 -1.81 -0.37
H -2.81 -3.92 -1.66
H -1.79 -3.77 -0.20
H -2.43 -2.30 -1.02
C 4.56 0.42 -3.13
C 5.26 0.75 -1.83
C 4.46 1.34 -0.67
O 5.07 1.05 0.58
C 4.60 1.90 1.61
N 5.87 -0.54 -1.31
H 6.22 -0.34 -0.36
H 5.23 -1.34 -1.22
H 6.75 -0.69 -1.82
H 4.22 1.33 -3.63
H 3.71 -0.25 -2.99
H 5.38 0.08 -3.76
H 6.08 1.44 -2.02
H 3.48 0.85 -0.59
H 4.20 2.37 -0.90
H 4.87 2.96 1.54
H 4.83 1.52 2.61
H 3.52 1.78 1.75
C 0.14 5.32 -0.28
C -0.09 5.34 1.24
C -0.84 6.56 1.81
O -0.72 6.60 3.20
C -1.33 7.81 3.66
N -0.87 4.09 1.56
H -1.04 4.02 2.58
H -1.83 4.19 1.22
H -0.43 3.19 1.33
H 0.57 6.28 -0.58
H -0.80 5.36 -0.84
H 0.87 4.59 -0.63
H 0.83 5.22 1.80
H -1.89 6.61 1.48
H -0.35 7.43 1.36
H -2.34 8.04 3.30
H -0.73 8.62 3.24
H -1.37 7.78 4.75
C 0.29 -2.07 3.53
C 0.33 -2.20 5.03
C 1.63 -2.89 5.49
O 1.68 -3.06 6.87
C 2.64 -4.01 7.29
N 0.28 -0.77 5.57
H -0.67 -0.41 5.67
H 0.67 -0.60 6.50
H 0.90 -0.23 4.95
H 0.23 -3.06 3.07
H 1.17 -1.56 3.15
H -0.56 -1.43 3.29
H -0.55 -2.74 5.39
H 2.50 -2.34 5.12
H 1.60 -3.88 5.01
H 2.51 -5.02 6.91
H 2.62 -4.02 8.38
H 3.66 -3.68 7.06
C 0.20 -0.21 -5.75
C 0.23 1.32 -5.69
C 1.62 1.85 -5.37
O 1.55 3.21 -5.05
C 2.61 3.61 -4.20
N -0.36 1.90 -6.96
H -1.24 1.45 -7.21
H -0.52 2.91 -6.98
H 0.27 1.75 -7.75
H 1.07 -0.61 -6.27
H -0.67 -0.67 -6.25
H 0.20 -0.61 -4.74
H -0.45 1.71 -4.93
H 2.42 1.72 -6.11
H 1.90 1.21 -4.52
H 2.51 4.68 -4.10
H 3.64 3.38 -4.49
H 2.56 3.15 -3.20
C 6.53 -5.36 2.76
C 5.62 -4.93 1.61
C 4.32 -4.22 1.95
O 4.57 -2.97 2.55
C 3.75 -1.95 2.00
N 6.36 -4.10 0.59
H 7.13 -4.55 0.09
H 5.71 -3.91 -0.20
H 6.67 -3.17 0.86
H 7.54 -5.73 2.55
H 5.98 -6.09 3.34
H 6.61 -4.58 3.52
H 5.38 -5.83 1.03
H 3.80 -4.97 2.56
H 3.74 -4.23 1.02
H 2.70 -2.00 2.30
H 3.85 -1.94 0.90
H 4.26 -1.03 2.27
C -3.89 0.26 -3.54
C -3.95 1.75 -3.52
C -4.92 2.30 -4.58
O -4.80 3.70 -4.64
C -5.29 4.20 -5.87
N -4.33 2.30 -2.16
H -4.64 3.28 -2.19
H -5.11 1.79 -1.75
H -3.60 2.30 -1.43
H -4.87 -0.24 -3.53
H -3.33 -0.09 -2.68
H -3.48 -0.11 -4.48
H -2.95 2.17 -3.63
H -5.94 1.91 -4.56
H -4.36 1.97 -5.46
H -6.36 4.06 -5.99
H -4.83 3.66 -6.71
H -5.07 5.26 -6.00
C -3.83 -1.36 2.73
C -4.81 -0.23 2.47
C -5.71 0.28 3.61
O -6.61 1.27 3.12
C -7.83 0.77 2.60
N -4.02 0.99 2.06
H -4.51 1.88 2.08
H -3.24 0.97 2.70
H -3.50 0.96 1.17
H -3.21 -1.58 1.86
H -4.38 -2.27 2.99
H -3.14 -1.27 3.57
H -5.46 -0.49 1.63
H -5.16 0.76 4.42
H -6.22 -0.54 4.11
H -8.50 1.60 2.39
H -8.24 -0.04 3.20
H -7.65 0.24 1.65
N -1.24 2.21 4.47
O -0.94 3.27 3.84
O -1.71 1.26 3.80
O -1.19 2.22 5.69
N 3.04 1.24 4.93
O 2.07 1.92 5.32
O 3.03 -0.01 5.06
O 3.97 1.79 4.32
C 3.10 -3.35 -2.01
O 3.12 -2.92 -3.40
O 4.32 -3.27 -1.46
C 1.91 -2.62 -1.35
F 0.77 -2.63 -2.10
F 1.60 -3.20 -0.18
F 2.09 -1.29 -1.19
C 3.89 -3.78 -4.25
C 4.22 -3.04 -5.52
H 4.91 -3.70 -6.04
H 3.39 -2.75 -6.16
H 4.64 -2.09 -5.20
H 3.30 -4.68 -4.42
H 4.85 -4.09 -3.83
H 2.76 -4.40 -2.07
C -0.92 0.97 -0.36
O -0.02 1.68 0.48
O -2.17 1.50 -0.20
C -0.29 1.05 -1.78
F -0.56 2.22 -2.39
F 1.03 0.91 -1.76
F -0.78 -0.02 -2.48
C 0.82 0.93 1.41
C 1.44 2.03 2.25
H 0.66 2.45 2.89
H 2.23 1.66 2.90
H 1.95 2.88 1.77
H 1.61 0.35 0.92
H 0.24 0.38 2.15
H -0.93 -0.09 -0.07
*
```